[1]
C30H50NdOP4 | wB97M-V/def2-TZVPD

expectation value of S² = 3.7557
Kohn-Sham gap (spin up / spin down) = 6.54 / 6.75 eV
E_LUMO (spin up / spin down) = -9.74 / -9.53 eV

```
! wB97M-V def2-TZVPD RIJCOSX def2/J DEFGRID3
* xyz 3 4
Nd -0.037 -0.505 -0.309
P -2.422 0.988 0.522
P -0.434 -3.021 0.964
P -1.740 -1.191 -2.641
H 3.056 2.541 -2.277
C 2.413 2.832 -3.116
C 1.305 3.561 -2.897
H 1.040 3.864 -1.881
C -2.663 2.165 1.891
C -3.694 -0.280 0.918
C -3.205 1.921 -0.848
C 0.864 -4.254 0.562
C -0.528 -3.205 2.784
C -1.943 -3.953 0.483
C -1.650 0.200 -3.848
C -3.565 -1.426 -2.586
C -1.273 -2.610 -3.702
H 2.734 2.546 -4.124
H 0.658 3.914 -3.712
H -2.260 3.145 1.613
H -2.152 1.814 2.794
H -3.741 2.254 2.083
H -3.316 -0.939 1.714
H -3.942 -0.895 0.043
H -4.594 0.237 1.277
H -2.497 2.680 -1.204
H -4.104 2.419 -0.463
H -3.476 1.275 -1.691
H 0.589 -5.186 1.074
H 1.854 -3.940 0.924
H 0.925 -4.456 -0.516
H -0.529 -4.273 3.053
H -1.450 -2.737 3.154
H 0.332 -2.713 3.257
H -1.899 -4.965 0.913
H -2.024 -4.024 -0.609
H -2.832 -3.436 0.866
H -1.784 -0.189 -4.867
H -0.671 0.698 -3.778
H -2.432 0.938 -3.633
H -3.928 -1.670 -3.595
H -4.079 -0.523 -2.236
H -3.810 -2.255 -1.909
H -1.845 -2.556 -4.640
H -1.509 -3.553 -3.188
H -0.199 -2.596 -3.929
C 2.485 -2.062 -2.121
C 3.056 -3.318 -1.962
C 3.234 -4.074 -3.123
C 2.876 -3.537 -4.368
C 2.466 -2.206 -4.485
C 2.320 -1.416 -3.336
O 1.820 -1.493 -1.003
H 1.655 -2.188 -0.284
H 3.292 -3.692 -0.963
H 3.649 -5.078 -3.043
H 2.947 -4.162 -5.261
H 2.278 -1.769 -5.465
H 2.051 -0.359 -3.366
C 2.727 0.317 2.533
P 1.208 1.066 1.852
C 0.335 1.405 3.437
C -0.417 0.356 4.011
C -1.150 0.580 5.174
C -1.124 1.836 5.797
C -0.327 2.852 5.271
C 0.431 2.631 4.117
C 1.761 2.745 1.360
C 3.109 3.002 1.061
C 3.522 4.300 0.766
C 2.594 5.342 0.714
C 1.240 5.081 0.949
C 0.816 3.784 1.241
H 2.467 -0.613 3.054
H 3.182 1.019 3.246
H 3.433 0.093 1.724
H -0.424 -0.631 3.540
H -1.740 -0.233 5.607
H -1.716 2.013 6.699
H -0.280 3.831 5.753
H 1.086 3.424 3.740
H 3.836 2.190 1.083
H 4.576 4.493 0.574
H 2.920 6.355 0.480
H 0.509 5.892 0.906
H -0.247 3.581 1.397
*
```

Mulliken population analysis, charges in e, atoms 1 to 5:
1. Nd 0.374
2. P 0.778
3. P 1.041
4. P 0.764
5. H 0.294

=====

[2]
C30H50O27S3 | wB97M-V/def2-TZVPD

Kohn-Sham gap = 8.59 eV
E_LUMO = -0.15 eV

```
! wB97M-V def2-TZVPD RIJCOSX def2/J DEFGRID3
* xyz 0 1
C 3.089 -1.399 -3.391
C 2.469 -1.201 -1.961
O 2.273 -2.483 -1.490
C 2.690 -3.359 -2.338
O 2.888 -4.591 -2.024
O 3.043 -2.800 -3.529
H 4.074 -0.932 -3.404
H 2.437 -0.876 -4.090
H 1.566 -0.676 -2.275
H 3.048 -0.536 -1.321
C -2.444 0.180 4.439
C -3.145 0.210 3.125
O -3.664 -1.109 3.011
C -2.971 -1.949 3.919
O -3.032 -3.111 4.056
O -2.210 -1.164 4.629
H -3.183 0.557 5.147
H -1.620 0.885 4.337
H -2.487 0.340 2.266
H -3.936 0.934 2.931
C 0.086 -0.933 1.143
C -0.406 -1.147 -0.252
O -0.308 0.161 -0.790
C 0.037 1.053 0.145
O 0.176 2.268 -0.081
O 0.220 0.464 1.369
H 1.030 -1.459 1.285
H -0.623 -1.396 1.830
H -1.402 -1.589 -0.230
H 0.218 -1.869 -0.778
C -1.415 -3.502 -6.517
C -1.645 -4.604 -5.473
O -1.433 -3.932 -4.266
C -0.825 -2.749 -4.467
O -0.438 -2.122 -3.521
O -0.860 -2.442 -5.767
H -2.392 -3.176 -6.875
H -0.708 -3.856 -7.268
H -0.966 -5.437 -5.652
H -2.615 -5.091 -5.582
C -0.460 4.871 -2.819
C -0.566 3.385 -3.019
O -1.878 3.067 -2.492
C -2.350 4.166 -1.819
O -3.355 4.150 -1.155
O -1.593 5.200 -2.077
H -0.592 5.365 -3.781
H 0.434 5.090 -2.235
H 0.182 2.958 -2.352
H -0.319 3.154 -4.055
C -3.502 -0.218 -2.059
C -4.852 0.218 -2.529
O -5.160 1.372 -1.561
C -4.440 1.113 -0.415
O -4.737 1.434 0.712
O -3.358 0.319 -0.728
H -2.849 0.160 -2.845
H -3.415 -1.305 -2.043
H -5.691 -0.472 -2.437
H -4.820 0.776 -3.465
C 1.624 0.624 4.247
C 1.246 -0.019 5.593
O 2.051 0.713 6.503
C 2.848 1.519 5.916
O 3.803 2.035 6.432
O 2.528 1.610 4.567
H 0.843 1.011 3.592
H 2.078 -0.161 3.641
H 1.475 -1.083 5.541
H 0.185 0.180 5.741
C 5.114 -2.704 0.469
C 3.844 -3.041 1.200
O 3.341 -1.782 1.413
C 4.329 -0.829 1.508
O 4.158 0.299 2.010
O 5.422 -1.392 0.919
H 5.051 -2.821 -0.613
H 5.871 -3.451 0.707
H 3.913 -3.612 2.126
H 3.150 -3.554 0.534
C -0.940 5.713 3.730
S -0.655 4.005 3.028
O -1.069 3.100 4.161
C -2.044 3.992 1.764
H -1.895 6.089 3.364
H -0.306 6.460 3.252
H -0.831 5.646 4.812
H -1.934 3.069 1.196
H -2.018 4.871 1.120
H -3.008 4.027 2.271
C 3.508 6.175 1.082
S 2.413 4.927 0.327
O 3.003 4.551 -1.053
C 2.813 3.439 1.385
H 3.030 6.717 1.898
H 3.778 6.927 0.341
H 4.446 5.755 1.445
H 2.377 2.548 0.934
H 2.272 3.477 2.330
H 3.872 3.564 1.613
C -1.442 -4.664 -1.106
S -1.528 -6.514 -1.039
O -2.864 -6.718 -1.710
C -0.415 -6.987 -2.515
H -1.856 -4.264 -2.031
H -0.382 -4.410 -1.144
H -1.832 -4.204 -0.198
H -0.642 -8.029 -2.740
H 0.627 -6.770 -2.279
H -0.647 -6.396 -3.400
*
```

Mulliken population analysis, charges in e, atoms 1 to 5:
1. C -0.499
2. C 0.147
3. O -0.095
4. C 0.514
5. O -0.673

=====

[3]
C30H50OOsP4 | wB97M-V/def2-TZVPD

expectation value of S² = 6.0530
Kohn-Sham gap (spin up / spin down) = 7.04 / 3.41 eV
E_LUMO (spin up / spin down) = -11.69 / -15.50 eV

```
! wB97M-V def2-TZVPD RIJCOSX def2/J DEFGRID3
* xyz 4 5
Os 0.103 -0.055 0.114
P -0.882 1.873 0.838
P -0.560 -1.308 1.959
P 0.072 0.630 -2.128
H -2.077 -7.944 -2.593
C -1.459 -7.491 -3.371
C -0.148 -7.298 -3.188
H 0.322 -7.520 -2.221
C -2.694 1.961 0.527
C -0.787 2.293 2.625
C -0.289 3.434 0.110
C -0.230 -3.098 1.884
C 0.234 -0.881 3.558
C -2.361 -1.256 2.287
C 0.782 -0.481 -3.413
C 0.878 2.213 -2.639
C -1.658 0.837 -2.711
H -1.920 -7.296 -4.338
H 0.497 -6.991 -4.013
H -3.115 2.812 1.077
H -3.181 1.045 0.877
H -2.881 2.103 -0.544
H -1.013 3.359 2.757
H 0.221 2.130 3.012
H -1.504 1.702 3.205
H -0.626 3.574 -0.919
H 0.808 3.479 0.138
H -0.665 4.285 0.693
H -0.847 -3.637 2.613
H 0.828 -3.290 2.098
H -0.452 -3.453 0.874
H -0.458 -1.106 4.390
H 0.510 0.178 3.590
H 1.160 -1.464 3.669
H -2.636 -2.154 2.865
H -2.903 -1.275 1.330
H -2.637 -0.355 2.856
H 1.088 0.128 -4.276
H 0.037 -1.220 -3.736
H 1.659 -1.029 -3.054
H 1.099 2.159 -3.714
H 1.822 2.376 -2.097
H 0.218 3.072 -2.479
H -1.695 0.526 -3.766
H -1.989 1.885 -2.633
H -2.339 0.194 -2.138
C 0.004 -3.218 -1.598
C -1.425 -3.166 -1.699
C -2.016 -3.518 -2.911
C -1.228 -4.046 -3.932
C 0.136 -4.296 -3.755
C 0.725 -4.016 -2.549
O 0.673 -2.459 -0.794
H -1.041 -0.871 -0.756
H -1.995 -2.695 -0.894
H -3.090 -3.373 -3.076
H -1.708 -4.334 -4.863
H 0.704 -4.784 -4.553
H 1.763 -4.242 -2.319
C 3.223 -0.572 -1.165
P 2.383 0.185 0.244
C 3.167 -0.636 1.689
C 3.079 -2.042 1.743
C 3.486 -2.732 2.888
C 4.001 -2.013 3.971
C 4.173 -0.629 3.895
C 3.800 0.050 2.737
C 3.001 1.904 0.371
C 3.812 2.466 -0.627
C 4.174 3.816 -0.560
C 3.762 4.596 0.527
C 3.012 4.034 1.563
C 2.649 2.687 1.496
H 2.731 -1.543 -1.341
H 4.278 -0.764 -0.924
H 3.167 0.065 -2.059
H 2.698 -2.599 0.882
H 3.399 -3.821 2.941
H 4.261 -2.532 4.889
H 4.591 -0.065 4.729
H 4.027 1.113 2.665
H 4.175 1.861 -1.460
H 4.758 4.263 -1.367
H 3.996 5.659 0.556
H 2.683 4.640 2.413
H 2.108 2.241 2.335
*
```

Mulliken population analysis, charges in e, atoms 1 to 5:
1. Os 2.106
2. P 1.117
3. P 0.591
4. P 0.929
5. H 0.310

=====

[4]
C30H51As3ClGeN3O8SeTl | wB97M-V/def2-TZVPD

Kohn-Sham gap = 2.83 eV
E_LUMO = 1.60 eV

```
! wB97M-V def2-TZVPD RIJCOSX def2/J DEFGRID3
* xyz -1 1
Tl -8.586 18.252 5.324
O -10.142 16.359 -0.499
C -10.494 15.895 0.680
O -9.916 14.798 1.085
C -11.423 16.761 1.401
C -12.245 17.582 0.586
C -12.893 18.685 1.172
C -12.812 18.820 2.526
C -12.185 17.833 3.279
N -11.580 16.765 2.730
C -12.335 17.871 4.754
O -13.353 17.029 5.253
O -11.572 18.335 5.599
H -9.422 15.764 -0.803
H -12.305 17.380 -0.477
H -13.327 19.527 0.635
H -13.269 19.734 2.989
H -13.934 16.681 4.542
C -15.511 15.559 10.400
As -13.557 15.193 10.391
C -12.347 16.866 10.301
C -13.288 14.356 12.161
C -12.712 12.885 12.096
C -13.271 12.117 13.261
C -13.165 12.095 10.886
As -13.324 13.106 9.263
C -14.826 12.620 8.119
C -11.968 12.557 8.026
C -11.172 13.036 12.091
As -10.111 11.379 11.925
C -8.811 12.109 10.484
C -9.071 11.630 13.681
H -16.032 14.594 10.211
H -15.602 16.366 9.650
H -15.780 15.882 11.392
H -12.634 17.797 10.786
H -12.288 17.146 9.263
H -11.352 16.450 10.538
H -14.263 14.355 12.672
H -12.703 15.014 12.799
H -14.366 12.184 13.395
H -12.819 12.510 14.166
H -13.048 11.077 13.294
H -14.282 11.906 11.082
H -12.631 11.139 10.746
H -14.634 11.614 7.777
H -14.653 13.222 7.217
H -15.823 12.843 8.529
H -12.163 11.478 8.037
H -10.928 12.631 8.387
H -12.137 12.996 7.055
H -10.778 13.394 13.062
H -10.728 13.715 11.424
H -8.565 13.164 10.705
H -9.388 12.065 9.523
H -7.980 11.473 10.281
H -8.152 12.048 13.319
H -8.929 10.697 14.167
H -9.623 12.373 14.360
C -9.327 21.779 8.849
N -9.333 22.375 7.557
C -8.580 21.951 6.485
Se -7.135 20.762 6.675
N -8.970 22.649 5.389
C -9.890 23.632 5.721
C -10.502 24.596 4.958
C -11.060 25.582 5.712
C -11.367 25.463 7.057
C -11.017 24.328 7.817
C -10.090 23.508 7.108
H -8.673 20.885 8.873
H -10.334 21.507 9.090
H -9.023 22.424 9.693
H -8.528 22.495 4.489
H -10.454 24.639 3.876
H -11.480 26.481 5.248
H -11.903 26.321 7.541
H -11.182 24.289 8.899
C -7.819 11.520 2.475
Ge -9.451 12.541 2.856
C -10.182 12.025 4.551
C -10.695 11.608 1.577
C -9.535 14.569 2.505
H -8.012 10.471 2.657
H -6.887 11.847 2.991
H -7.607 11.477 1.332
H -9.438 11.705 5.221
H -10.892 11.191 4.404
H -10.613 12.922 5.037
H -10.918 10.616 1.911
H -10.234 11.560 0.575
H -11.554 12.279 1.550
H -10.391 14.911 3.153
H -8.615 15.082 2.680
O -8.925 15.290 5.897
Cl -9.149 15.502 7.364
O -8.869 16.954 7.607
O -8.241 14.653 8.041
O -10.469 15.125 7.698
*
```

Mulliken population analysis, charges in e, atoms 1 to 5:
1. Tl 0.762
2. O -0.568
3. C -0.080
4. O -0.443
5. C 0.481

=====

[5]
C30H51ClN4O2 | wB97M-V/def2-TZVPD

Kohn-Sham gap = 5.08 eV
E_LUMO = -0.33 eV

```
! wB97M-V def2-TZVPD RIJCOSX def2/J DEFGRID3
* xyz 0 1
C -1.537 -2.698 4.099
C -1.226 -1.869 3.092
C -1.448 -0.369 3.165
N -0.089 0.219 2.881
C 0.268 0.122 1.586
N 1.507 0.391 1.239
C 2.576 0.781 2.137
C 3.942 0.580 1.478
C 4.354 1.782 0.595
Cl 5.102 0.457 2.854
N -0.556 -0.273 0.563
C -2.016 -0.019 0.686
C -2.763 -1.278 0.228
C -2.854 -1.520 -1.284
C -1.504 -1.653 -1.997
C -0.702 -2.897 -1.580
C 0.817 -2.698 -1.394
C 1.469 -1.667 -2.331
C 2.834 -2.124 -2.898
C 2.914 -1.943 -4.417
C 2.641 -0.495 -4.865
C 3.514 -0.030 -6.043
C -2.359 1.237 -0.173
C -1.179 2.160 -0.402
C -0.648 2.994 0.587
C 0.450 3.803 0.290
C 1.019 3.830 -0.980
C 0.481 3.030 -1.994
C 1.030 3.049 -3.400
C -0.598 2.198 -1.677
C -2.365 0.343 2.154
N -3.814 0.318 2.392
C -4.268 -0.665 3.396
C -4.257 1.616 2.858
C -3.673 2.211 4.120
O -5.111 2.195 2.262
H -0.795 -3.422 4.504
H -2.477 -2.619 4.636
H -0.733 -2.257 2.208
H -1.678 -0.062 4.176
H 0.556 -0.307 3.475
H 1.730 0.307 0.257
H 2.467 1.821 2.446
H 2.579 0.205 3.059
H 3.994 -0.371 0.958
H 4.427 1.469 -0.443
H 3.609 2.565 0.709
H 5.295 2.175 0.958
H -0.344 -1.238 0.335
H -2.280 -2.159 0.652
H -3.776 -1.302 0.620
H -3.468 -0.770 -1.778
H -3.397 -2.458 -1.424
H -0.951 -0.724 -1.861
H -1.695 -1.710 -3.069
H -0.829 -3.640 -2.367
H -1.109 -3.374 -0.687
H 1.029 -2.443 -0.351
H 1.308 -3.657 -1.545
H 1.668 -0.768 -1.743
H 0.834 -1.394 -3.168
H 3.032 -3.173 -2.684
H 3.641 -1.515 -2.490
H 3.906 -2.220 -4.773
H 2.175 -2.591 -4.888
H 1.607 -0.441 -5.208
H 2.703 0.216 -4.041
H 3.904 -0.871 -6.610
H 4.340 0.573 -5.669
H 2.941 0.598 -6.720
H -2.796 0.998 -1.135
H -3.119 1.809 0.360
H -1.066 3.003 1.584
H 0.856 4.441 1.066
H 1.866 4.458 -1.223
H 0.214 2.826 -4.084
H 1.330 4.068 -3.636
H 1.854 2.358 -3.540
H -1.013 1.577 -2.462
H -2.074 1.393 2.229
H -5.356 -0.621 3.421
H -4.020 -1.660 3.042
H -3.905 -0.488 4.409
H -3.756 3.290 4.034
H -2.614 1.986 4.228
H -4.208 1.900 5.012
O 0.610 -3.855 5.846
H 1.030 -3.038 6.144
*
```

Mulliken population analysis, charges in e, atoms 1 to 5:
1. C -1.135
2. C -0.494
3. C -0.119
4. N -0.332
5. C -0.848